Run P
C41H32BrN4O9PPt as an isolated structure. Source: OMol25; level of theory: ωB97M-V with the def2-TZVPD basis set.

Structure (XYZ):
```
89
Properties=species:S:1:pos:R:3:lowdin_charge:R:1
Pt 0.383 0.280 -0.032 1.0801
O 0.214 0.520 -4.628 0.0564
C 0.174 -0.803 -4.874 -0.2751
C 0.270 -1.250 -6.189 -0.0122
C 0.283 -2.602 -6.468 -0.0927
C 0.183 -3.525 -5.442 -0.1042
C 0.037 -3.092 -4.134 -0.0484
C 0.027 -1.739 -3.839 -0.0909
C -0.194 -1.179 -2.441 -0.4522
O 0.692 -0.182 -2.153 -0.2767
N -0.180 -2.240 -1.422 0.0236
N -0.414 -1.771 -0.190 -0.1228
C -0.311 -2.521 0.858 -0.1799
C -0.496 -2.068 2.200 -0.5511
Br -0.256 -0.174 2.548 0.8606
C -0.709 -2.859 3.272 -0.0955
C -1.143 -4.244 3.218 -0.2345
C -0.648 -5.162 4.146 -0.0314
C -1.099 -6.466 4.152 -0.0766
C -2.087 -6.864 3.264 -0.0797
C -2.586 -5.961 2.339 -0.0728
C -2.111 -4.664 2.302 -0.0354
H 0.397 0.631 -3.666 0.0757
H 0.339 -0.515 -6.974 0.1141
H 0.386 -2.939 -7.488 0.1006
H 0.206 -4.584 -5.651 0.0949
H -0.081 -3.821 -3.346 0.0984
H -1.236 -0.789 -2.422 0.1397
H 0.583 -2.909 -1.508 0.1469
H -0.039 -3.572 0.762 0.1471
H -0.603 -2.433 4.258 0.1068
H 0.111 -4.847 4.846 0.1159
H -0.670 -7.172 4.847 0.1054
H -2.476 -7.871 3.301 0.1039
H -3.340 -6.271 1.630 0.1051
H -2.520 -3.955 1.595 0.1088
O 2.438 1.454 0.116 -0.0327
C 2.999 0.349 0.172 -0.6680
O 2.385 -0.732 0.344 -0.0728
C 4.489 0.222 -0.004 -0.0863
C 5.399 0.685 0.934 0.0896
C 6.758 0.463 0.729 -0.1178
C 7.224 -0.185 -0.405 0.0934
C 6.295 -0.636 -1.332 -0.1118
C 4.932 -0.455 -1.134 0.0929
N 6.752 -1.335 -2.519 -0.3610
O 7.946 -1.375 -2.713 0.0918
O 5.915 -1.838 -3.232 0.0971
N 7.701 0.905 1.737 -0.3619
O 7.241 1.354 2.763 0.0892
O 8.881 0.790 1.493 0.0938
H 5.070 1.206 1.820 0.1375
H 8.283 -0.338 -0.556 0.1324
H 4.227 -0.832 -1.862 0.1411
O -1.647 1.527 0.142 -0.4457
P -3.092 1.852 -0.002 0.8137
C -3.737 2.661 1.494 -0.2623
C -4.260 3.945 1.511 -0.0678
C -4.719 4.482 2.704 -0.0746
C -4.648 3.742 3.873 -0.0755
C -4.133 2.454 3.855 -0.0692
C -3.679 1.914 2.666 -0.0847
C -3.389 2.875 -1.469 -0.2711
C -4.667 3.070 -1.980 -0.0809
C -4.831 3.765 -3.163 -0.0746
C -3.726 4.271 -3.832 -0.0712
C -2.454 4.093 -3.312 -0.0620
C -2.283 3.392 -2.131 -0.0594
C -4.088 0.333 -0.190 -0.2540
C -3.369 -0.784 -0.586 -0.0819
C -3.991 -2.004 -0.766 -0.0655
C -5.352 -2.112 -0.535 -0.0745
C -6.079 -0.999 -0.137 -0.0747
C -5.455 0.227 0.037 -0.0774
H -4.304 4.527 0.601 0.1054
H -5.133 5.480 2.726 0.1060
H -4.988 4.170 4.805 0.1056
H -4.087 1.872 4.763 0.1069
H -3.264 0.916 2.633 0.0892
H -5.525 2.667 -1.462 0.1004
H -5.820 3.906 -3.575 0.1056
H -3.856 4.800 -4.764 0.1062
H -1.593 4.487 -3.831 0.1099
H -1.298 3.226 -1.718 0.1079
H -2.307 -0.670 -0.734 0.0475
H -3.416 -2.862 -1.084 0.1068
H -5.843 -3.064 -0.673 0.1048
H -7.142 -1.095 0.040 0.1052
H -6.026 1.087 0.361 0.1078
```

The value obtained for the LUMO energy (spin up / spin down) is -0.7911 / -0.9671 eV. The HOMO-LUMO gap (spin up / spin down) is 7.128 / 7.012 eV. Its HOMO energy (spin up / spin down) is -7.92 / -7.98 eV. The multiplicity is 3.

***

Run Q
C41H32BrN4O9PPt as an isolated structure. Source: OMol25; level of theory: ωB97M-V with the def2-TZVPD basis set.

Structure (XYZ):
```
89
Properties=species:S:1:pos:R:3:lowdin_charge:R:1
Pt -0.205 0.279 -0.075 1.1103
O 3.847 -0.983 -1.163 0.0733
C 3.928 -1.646 0.016 -0.2680
C 5.204 -1.833 0.540 -0.0037
C 5.384 -2.546 1.709 -0.1031
C 4.290 -3.072 2.383 -0.0966
C 3.022 -2.874 1.864 -0.0515
C 2.814 -2.160 0.688 -0.0998
C 1.445 -2.041 0.034 -0.3345
O 1.285 -0.802 -0.590 -0.3136
N 0.317 -2.274 0.930 0.0403
N -0.549 -1.271 1.165 -0.1694
C -1.506 -1.591 2.114 -0.1505
C -2.622 -0.947 2.369 -0.0285
Br -1.978 1.723 0.493 0.2514
C -3.766 -0.407 2.672 -0.0624
C -3.961 0.734 3.583 -0.2324
C -2.873 1.397 4.146 -0.0502
C -3.068 2.486 4.976 -0.0729
C -4.357 2.923 5.258 -0.0805
C -5.447 2.264 4.708 -0.0787
C -5.250 1.175 3.870 -0.0376
H 2.930 -0.706 -1.317 0.0771
H 6.038 -1.403 0.003 0.1285
H 6.384 -2.690 2.099 0.1059
H 4.420 -3.631 3.300 0.1098
H 2.190 -3.315 2.400 0.0951
H 1.375 -2.804 -0.754 0.1708
H 0.411 -2.955 1.669 0.1205
H -1.285 -2.483 2.698 0.1156
H -4.647 -0.783 2.156 0.1273
H -1.871 1.048 3.930 0.0876
H -2.213 3.000 5.397 0.1010
H -4.511 3.779 5.903 0.1032
H -6.452 2.601 4.924 0.1039
H -6.100 0.668 3.430 0.1124
O 0.415 3.436 -2.616 0.1043
C 0.649 2.730 -1.663 -0.6084
O 0.199 1.509 -1.565 -0.2939
C 1.544 3.265 -0.574 -0.0987
C 1.412 4.612 -0.252 0.0856
C 2.284 5.171 0.657 -0.1146
C 3.324 4.463 1.226 0.0768
C 3.439 3.140 0.860 -0.1150
C 2.557 2.511 -0.002 0.0702
N 4.575 2.377 1.406 -0.3244
O 5.117 2.815 2.403 0.0819
O 4.892 1.358 0.831 0.0961
N 2.113 6.588 1.037 -0.3456
O 2.890 7.047 1.850 0.0736
O 1.168 7.184 0.568 0.0893
H 0.646 5.208 -0.725 0.1403
H 4.013 4.922 1.918 0.1333
H 2.690 1.461 -0.224 0.1106
O 1.970 0.360 2.281 -0.3187
P 2.015 0.887 3.677 0.7881
C 0.818 0.058 4.750 -0.2562
C 0.212 0.692 5.831 -0.0832
C -0.641 -0.016 6.668 -0.0718
C -0.882 -1.362 6.431 -0.0696
C -0.268 -2.003 5.363 -0.0817
C 0.579 -1.295 4.525 -0.0872
C 3.599 0.567 4.463 -0.2611
C 3.897 0.941 5.773 -0.0849
C 5.117 0.595 6.329 -0.0735
C 6.036 -0.138 5.584 -0.0681
C 5.733 -0.528 4.290 -0.0574
C 4.512 -0.180 3.727 -0.0734
C 1.612 2.635 3.842 -0.2758
C 0.387 3.039 3.308 -0.0919
C 0.001 4.368 3.361 -0.0663
C 0.836 5.304 3.960 -0.0754
C 2.060 4.914 4.481 -0.0693
C 2.458 3.584 4.410 -0.0749
H 0.389 1.747 6.009 0.1091
H -1.123 0.484 7.497 0.1093
H -1.548 -1.913 7.083 0.1065
H -0.450 -3.057 5.191 0.1057
H 1.077 -1.775 3.690 0.0810
H 3.179 1.499 6.364 0.1070
H 5.353 0.892 7.342 0.1045
H 6.990 -0.405 6.019 0.1050
H 6.448 -1.095 3.708 0.0953
H 4.268 -0.471 2.713 0.0760
H -0.260 2.315 2.827 0.0529
H -0.946 4.670 2.933 0.1137
H 0.539 6.345 4.003 0.1124
H 2.719 5.648 4.925 0.1127
H 3.426 3.294 4.795 0.0997
```

The value obtained for the LUMO energy (spin up / spin down) is -0.5401 / -2.9919 eV. The HOMO-LUMO gap (spin up / spin down) is 8.083 / 5.769 eV. Its HOMO energy (spin up / spin down) is -8.62 / -8.76 eV. The multiplicity is 3.

***

Which structure loses on stability? run P does.

***

Run P
An isolated ion of composition C4H8NO2 and charge +1. Source: OMol25; level of theory: ωB97M-V with the def2-TZVPD basis set.

Structure (XYZ):
```
15
Properties=species:S:1:pos:R:3:lowdin_charge:R:1
C -0.028 1.085 0.097 -0.0484
C 0.909 0.138 -0.057 -0.0203
C -1.283 0.501 0.008 -0.3702
C -0.836 -1.897 0.017 -0.0400
N 2.310 0.704 -0.050 0.1434
O -2.302 1.326 -0.030 0.2020
O -1.654 -0.737 -0.035 0.0423
H 0.048 2.162 0.207 0.1350
H -0.220 -1.974 -0.880 0.0968
H -1.539 -2.729 0.069 0.1095
H -0.192 -1.878 0.895 0.0957
H 2.354 1.731 0.068 0.1558
H 2.765 0.437 -0.930 0.1646
H 2.829 0.253 0.713 0.1643
H -3.163 0.877 -0.091 0.1695
```

The value obtained for the LUMO energy is -3.9573 eV. The HOMO-LUMO gap is 9.241 eV. Its net charge is +1. Its HOMO energy is -13.20 eV. The multiplicity is 1.

***

Run Q
A 2-piece molecular cluster, C4H8NO2 overall. Source: OMol25; level of theory: ωB97M-V with the def2-TZVPD basis set.

Structure (XYZ):
```
15
Properties=species:S:1:pos:R:3:lowdin_charge:R:1
C 3.776 -0.134 -0.031 -0.3765
C -0.561 -0.566 0.743 -0.0804
C -1.827 1.412 -0.305 -0.0463
C -1.301 0.585 0.844 -0.0538
N -0.135 -1.357 -0.465 0.2012
O 4.805 0.042 0.441 0.2711
O 2.711 -0.324 -0.481 0.1600
H -2.493 2.148 0.076 0.0848
H -2.244 0.897 -1.067 0.0427
H -1.027 1.875 -0.855 0.0940
H -1.349 0.893 1.827 0.0900
H -0.194 -1.070 1.715 0.1491
H 0.830 -1.440 -0.454 0.0779
H -0.403 -0.679 -1.188 0.1574
H -0.589 -2.283 -0.799 0.2287
```

The value obtained for the LUMO energy is -3.6884 eV. The HOMO-LUMO gap is 11.083 eV. Its net charge is +1. Its HOMO energy is -14.77 eV. The multiplicity is 1.

***

Run R
A 2-piece molecular cluster, C4H8NO2 overall. Source: OMol25; level of theory: ωB97M-V with the def2-TZVPD basis set.

Structure (XYZ):
```
15
Properties=species:S:1:pos:R:3:lowdin_charge:R:1
C -2.730 -0.712 -0.010 0.1250
C -1.524 -0.515 -0.402 -0.0995
C 0.803 0.690 -0.352 -0.1078
C -0.854 0.697 -0.012 -0.2456
N 2.292 -0.726 0.232 0.1266
O 1.295 1.756 0.002 0.1313
O -1.006 1.773 0.510 0.1402
H -3.265 -1.641 0.015 0.0944
H -3.216 0.086 0.609 0.1239
H -0.928 -1.324 -0.730 0.1087
H 1.199 0.285 -1.335 0.1547
H 2.702 -0.330 1.075 0.0990
H 2.914 -0.724 -0.570 0.0962
H 1.685 -1.541 0.376 0.0966
H 0.633 2.225 0.593 0.1563
```

The value obtained for the LUMO energy is -5.3122 eV. The HOMO-LUMO gap is 9.946 eV. Its net charge is +1. Its HOMO energy is -15.26 eV. The multiplicity is 1.

***

Run S
An isolated ion of composition C4H8NO2 and charge +1. Source: OMol25; level of theory: ωB97M-V with the def2-TZVPD basis set.

Structure (XYZ):
```
15
Properties=species:S:1:pos:R:3:lowdin_charge:R:1
C -0.128 -0.888 0.568 -0.0506
C 1.303 -0.383 0.549 -0.1198
C -0.984 0.308 0.098 -0.5182
C -1.187 0.244 -1.478 0.0305
N 1.390 0.910 0.947 0.0529
O 2.162 1.718 1.201 0.3442
O -0.629 1.399 0.597 0.1257
H -0.147 -1.549 -0.251 0.1146
H -0.181 -1.214 1.566 0.1241
H 2.132 -0.943 1.274 0.2525
H 1.806 -0.526 -0.443 0.1958
H -1.895 0.109 0.649 0.1904
H -2.121 -0.198 -1.619 0.0675
H -0.305 -0.288 -1.907 0.0950
H -1.217 1.302 -1.751 0.0954
```

The value obtained for the LUMO energy (spin up / spin down) is -7.4758 / -7.1390 eV. The HOMO-LUMO gap (spin up / spin down) is 7.210 / 7.924 eV. Its net charge is +1. Its HOMO energy (spin up / spin down) is -14.69 / -15.06 eV. The multiplicity is 1.

***

Which structure loses on stability? run S does.

***

Run P
A 2-piece molecular cluster, C6H12N2O overall. Source: OMol25; level of theory: ωB97M-V with the def2-TZVPD basis set.

Structure (XYZ):
```
21
Properties=species:S:1:pos:R:3:lowdin_charge:R:1
C -1.586 -0.886 -1.249 -0.0839
N 1.478 -0.837 0.231 -0.0972
C -0.862 -0.336 -0.038 -0.3792
N 2.177 -0.176 1.282 0.0555
C -1.270 -0.763 1.183 0.0111
H 1.468 -1.838 0.392 0.1339
H 2.822 0.481 0.841 0.0807
H 1.456 0.304 1.830 0.0673
H -0.958 -0.772 -2.134 0.0665
H -2.487 -0.311 -1.462 0.0881
H -1.845 -1.935 -1.128 0.0769
H -0.893 -0.338 2.100 0.0471
H -2.056 -1.497 1.270 0.0592
C 1.696 -0.398 -1.094 -0.3607
C -0.570 1.184 -0.291 -0.1462
C -0.527 2.109 0.666 0.0043
O 2.212 0.652 -1.394 0.0290
H 1.544 -1.230 -1.805 0.1359
H -0.586 1.522 -1.324 0.1027
H -0.891 1.915 1.665 0.0545
H -0.321 3.148 0.460 0.0546
```

The value obtained for the LUMO energy is 0.7748 eV. The HOMO-LUMO gap is 8.885 eV. The SMILES is C=CC(=C)C.NNC=O. Its HOMO energy is -8.11 eV. The multiplicity is 1.

***

Run Q
One molecule with the formula C6H12N2O. Source: OMol25; level of theory: ωB97M-V with the def2-TZVPD basis set.

Structure (XYZ):
```
21
Properties=species:S:1:pos:R:3:lowdin_charge:R:1
C 2.277 -0.981 -1.298 -0.0497
C -2.053 -0.787 1.270 -0.0618
C -0.438 1.059 0.492 -0.4051
C 0.871 -0.640 -0.907 -0.3577
C -0.749 -0.285 0.727 -0.2907
N -1.422 1.950 0.133 0.1268
N 0.718 1.710 0.959 0.0843
C 0.266 -1.138 0.238 -0.0645
O 0.089 -0.124 -1.961 -0.0170
H 0.351 -0.550 -2.791 0.0956
H -2.080 1.532 -0.516 0.1020
H -1.015 2.796 -0.251 0.0974
H 1.374 1.040 1.344 0.0906
H 0.454 2.370 1.687 0.0921
H 0.655 -1.975 0.815 0.1053
H 2.833 -0.066 -1.532 0.0852
H 2.802 -1.511 -0.500 0.0781
H 2.302 -1.615 -2.193 0.0756
H -2.099 -0.623 2.353 0.0738
H -2.199 -1.857 1.092 0.0728
H -2.938 -0.303 0.838 0.0668
```

The value obtained for the LUMO energy is 0.8353 eV. The HOMO-LUMO gap is 7.219 eV. The SMILES is CC(/C=C(/C)O)=C(N)N. Its HOMO energy is -6.38 eV. The multiplicity is 1.

***

Which structure loses on stability? run P does.